[1]
C3H11N2O | ωB97M-V with the def2-TZVPD basis set

Results
LUMO energy = -3.502 eV
Charge = +1

XYZ file:
```
17
C3H11N2O, DFT ωB97M-V with the def2-TZVPD basis set
C 1.71 0.76 -1.77
N 1.58 1.77 -0.71
H 0.75 1.47 -0.18
H 2.46 1.90 -0.18
H 1.49 2.70 -1.15
H 0.76 0.36 -2.11
H 2.18 -0.11 -1.30
H 2.30 0.90 -2.68
C -2.39 -1.19 0.57
C -0.99 -0.83 0.89
O -0.17 -0.73 -0.04
N -0.53 -0.84 2.17
H -2.42 -2.01 -0.19
H -2.86 -0.45 -0.07
H 0.37 -1.21 2.45
H -1.29 -1.00 2.87
H -2.96 -1.48 1.44
```

[2]
C5H13NO2 | ωB97M-V with the def2-TZVPD basis set

Results
LUMO energy (spin up / spin down) = 3.947 / 2.096 eV
Multiplicity = 2
Charge = -1
⟨S²⟩ = 0.76

XYZ file:
```
21
C5H13NO2, DFT ωB97M-V with the def2-TZVPD basis set
C 1.27 -0.22 -0.74
O 2.58 -0.29 -0.60
C 0.50 -1.36 0.02
C -0.97 -0.96 0.25
C -1.62 -0.46 -1.02
C -2.24 0.73 -1.03
O -0.25 1.07 2.08
N 1.06 -1.51 1.42
H 0.90 -0.21 -1.79
H 0.80 0.69 -0.27
H 0.69 -0.71 1.93
H 2.38 2.87 -0.69
H -1.50 -1.90 0.47
H -0.95 -0.20 1.03
H -1.77 -1.16 -1.84
H 1.64 3.04 -0.57
H -2.94 1.03 -1.80
H -2.13 1.34 -0.14
H -0.09 1.93 2.46
H 0.59 -2.35 -0.45
H 2.05 -1.38 1.28
```

Copy entry 2 word for word.
C5H13NO2 | ωB97M-V with the def2-TZVPD basis set

Results
LUMO energy (spin up / spin down) = 3.947 / 2.096 eV
Multiplicity = 2
Charge = -1
⟨S²⟩ = 0.76

XYZ file:
```
21
C5H13NO2, DFT ωB97M-V with the def2-TZVPD basis set
C 1.27 -0.22 -0.74
O 2.58 -0.29 -0.60
C 0.50 -1.36 0.02
C -0.97 -0.96 0.25
C -1.62 -0.46 -1.02
C -2.24 0.73 -1.03
O -0.25 1.07 2.08
N 1.06 -1.51 1.42
H 0.90 -0.21 -1.79
H 0.80 0.69 -0.27
H 0.69 -0.71 1.93
H 2.38 2.87 -0.69
H -1.50 -1.90 0.47
H -0.95 -0.20 1.03
H -1.77 -1.16 -1.84
H 1.64 3.04 -0.57
H -2.94 1.03 -1.80
H -2.13 1.34 -0.14
H -0.09 1.93 2.46
H 0.59 -2.35 -0.45
H 2.05 -1.38 1.28
```